{
  "formula": "C23H24N4O2RuSe",
  "method": "the ωB97M-V functional and the def2-TZVPD basis",
  "species": ["Ru", "N", "C", "C", "C", "C", "C", "C", "C", "C", "N", "C", "H", "H", "H", "H", "H", "H", "H", "H", "C", "C", "C", "C", "C", "C", "C", "C", "C", "C", "O", "O", "H", "H", "H", "H", "H", "H", "H", "H", "H", "H", "H", "C", "C", "C", "N", "H", "H", "H", "H", "H", "Se", "C", "N"],
  "coordinates": [[-1.58975, 0.37441, -0.35136], [-3.42756, -0.74341, -1.29131], [-4.07133, -1.69226, -0.41200], [-5.12242, -2.47361, -0.79625], [-5.72091, -3.36746, 0.11628], [-5.26245, -3.45346, 1.39892], [-4.17244, -2.65691, 1.82183], [-3.65077, -2.69334, 3.13472], [-2.59218, -1.89894, 3.46518], [-2.02843, -1.06827, 2.48197], [-2.48938, -1.00901, 1.24980], [-3.56477, -1.77914, 0.90371], [-3.14238, -1.16832, -2.16871], [-4.05294, 0.02363, -1.52830], [-5.50521, -2.40109, -1.80693], [-6.55162, -3.97754, -0.20946], [-5.72407, -4.12887, 2.10744], [-4.10119, -3.35422, 3.86487], [-2.17161, -1.89907, 4.45999], [-1.17185, -0.44625, 2.70324], [6.63814, 0.28387, 1.07753], [5.15596, 0.27385, 0.83552], [4.58465, -0.63049, -0.05006], [3.21744, -0.66699, -0.28296], [2.68414, -1.68356, -1.25870], [2.39660, 0.22630, 0.42789], [2.94612, 1.14501, 1.34053], [2.11877, 2.13958, 2.11240], [4.32205, 1.15597, 1.51146], [0.94186, 0.21128, 0.20512], [0.44945, 0.00328, -0.96219], [0.10998, 0.42591, 1.13517], [7.18076, -0.13620, 0.23208], [6.88321, -0.31211, 1.95901], [7.00092, 1.29566, 1.25498], [5.22338, -1.32784, -0.57977], [3.45968, -2.41062, -1.49270], [2.36246, -1.21363, -2.18748], [1.82448, -2.22169, -0.85910], [1.39375, 2.65194, 1.47973], [2.76769, 2.88938, 2.56115], [1.55640, 1.65249, 2.90826], [4.75679, 1.87660, 2.19462], [1.16172, 3.05016, -3.13685], [-0.07080, 2.69699, -3.97909], [-0.90013, 1.72126, -3.28253], [-1.54571, 0.97583, -2.69411], [1.77569, 3.76262, -3.68351], [1.75621, 2.16301, -2.92410], [0.85947, 3.50765, -2.19572], [0.20825, 2.27394, -4.94485], [-0.69293, 3.57448, -4.16098], [-1.94708, 4.90023, -1.17094], [-2.15583, 3.32513, -0.49242], [-2.31027, 2.23386, -0.04101]],
  "atomic_forces_ev_per_a": [[0.0, 0.0, 0.0], [0.0, 0.0, 0.0], [0.0, 0.0, 0.0], [0.0, 0.0, 0.0], [0.0, 0.0, 0.0], [0.0, 0.0, 0.0], [0.0, 0.0, 0.0], [0.0, 0.0, 0.0], [0.0, 0.0, 0.0], [0.0, 0.0, 0.0], [0.0, 0.0, 0.0], [0.0, 0.0, 0.0], [0.0, 0.0, 0.0], [0.0, 0.0, 0.0], [0.0, 0.0, 0.0], [0.0, 0.0, 0.0], [0.0, 0.0, 0.0], [0.0, 0.0, 0.0], [0.0, 0.0, 0.0], [0.0, 0.0, 0.0], [0.0, 0.0, 0.0], [0.0, 0.0, 0.0], [0.0, 0.0, 0.0], [0.0, 0.0, 0.0], [0.0, 0.0, 0.0], [0.0, 0.0, 0.0], [0.0, 0.0, 0.0], [0.0, 0.0, 0.0], [0.0, 0.0, 0.0], [0.0, 0.0, 0.0], [0.0, 0.0, 0.0], [0.0, 0.0, 0.1], [0.0, 0.0, 0.0], [0.0, 0.0, 0.0], [0.0, 0.0, 0.0], [0.0, 0.0, 0.0], [0.0, 0.0, 0.0], [0.0, 0.0, 0.0], [0.0, 0.0, 0.0], [0.0, 0.0, 0.0], [0.0, 0.0, 0.0], [0.0, 0.0, 0.0], [0.0, 0.0, 0.0], [0.0, 0.0, 0.0], [0.0, 0.0, 0.0], [-0.1, 0.1, -0.1], [0.1, 0.0, 0.0], [0.0, 0.0, 0.0], [0.0, 0.0, 0.0], [0.0, 0.0, 0.0], [0.0, 0.0, 0.0], [0.0, 0.0, 0.0], [0.0, 0.0, 0.0], [-0.1, 0.0, 0.0], [0.0, 0.0, 0.0]],
  "largest_force_ev_per_a": 0.169,
  "de_lowest_kj_mol": 0.0,
  "lumo_energy_ev": [-3.360, -4.844],
  "gap_ev": [7.86, 6.37],
  "s_squared": 8.77,
  "spin_multiplicity": 6,
  "total_charge": 1
}

{
  "formula": "C23H24N4O3S",
  "method": "the ωB97M-V functional and the def2-TZVPD basis",
  "species": ["S", "C", "N", "C", "N", "C", "O", "C", "C", "C", "C", "C", "C", "C", "C", "N", "C", "C", "C", "C", "C", "C", "C", "N", "O", "O", "C", "C", "C", "C", "C", "H", "H", "H", "H", "H", "H", "H", "H", "H", "H", "H", "H", "H", "H", "H", "H", "H", "H", "H", "H", "H", "H", "H", "H"],
  "coordinates": [[-2.01101, -1.62624, -3.84057], [-2.08936, -2.87916, -4.87677], [-2.19207, -3.77048, -5.65753], [1.45664, 1.21324, 3.96898], [0.55663, 0.80948, 2.91527], [-0.79249, 0.73300, 3.11554], [-1.36888, 0.95275, 4.17732], [-1.42657, 0.31208, 1.78744], [-2.35150, 1.38963, 1.21246], [-3.52613, 1.70342, 2.11442], [-3.69228, 2.98960, 2.63573], [-4.72267, 3.25387, 3.54086], [-5.61865, 2.23611, 3.89605], [-5.47330, 0.95639, 3.34462], [-4.43215, 0.69464, 2.44785], [-0.24804, 0.04476, 0.95179], [-0.37466, -0.42672, -0.30294], [0.69592, -0.69202, -1.15545], [0.62633, -1.21478, -2.43725], [1.78581, -1.45867, -3.23572], [1.66431, -1.97769, -4.56581], [2.76301, -2.22556, -5.36081], [4.05731, -1.96126, -4.86057], [5.20160, -2.20532, -5.66510], [6.33098, -1.95860, -5.18039], [5.04275, -2.65493, -6.82283], [4.22551, -1.45231, -3.55817], [3.12045, -1.20973, -2.76456], [1.03089, 0.36074, 1.61538], [1.78842, 1.50628, 0.92970], [1.92895, -0.87262, 1.79629], [0.86188, 1.51335, 4.83313], [2.12130, 0.38912, 4.25629], [2.07744, 2.05540, 3.64078], [-2.00331, -0.61896, 1.94705], [-1.75523, 2.30191, 1.05292], [-2.70786, 1.03589, 0.23190], [-2.98125, 3.76539, 2.34423], [-4.82056, 4.25405, 3.96757], [-6.42637, 2.43933, 4.60212], [-6.16549, 0.15453, 3.60836], [-4.29827, -0.29706, 2.01011], [-1.40615, -0.60224, -0.62414], [1.67957, -0.46018, -0.75257], [-0.35851, -1.48111, -2.87472], [0.65986, -2.17825, -4.94934], [2.67123, -2.62074, -6.36957], [5.23247, -1.25800, -3.19700], [3.29626, -0.82210, -1.76057], [1.16952, 2.41403, 0.94202], [2.71962, 1.69508, 1.47828], [2.03384, 1.26725, -0.10678], [1.40123, -1.61822, 2.40672], [2.19188, -1.32856, 0.83989], [2.85115, -0.56981, 2.30808]],
  "atomic_forces_ev_per_a": [[-1.0, 1.1, 0.4], [-0.5, -3.1, -2.8], [0.5, 2.1, 1.9], [0.4, 0.0, 0.1], [-0.6, 0.0, 0.1], [-0.3, 0.0, 1.1], [0.7, -0.2, -1.6], [-0.3, -0.3, 0.7], [0.0, 0.3, -0.3], [-0.1, 0.0, 0.1], [0.0, -0.3, 0.2], [-0.1, -0.2, -0.1], [0.3, 0.0, -0.2], [0.2, 0.1, -0.2], [-0.1, 0.3, 0.3], [-0.4, -0.6, -2.0], [-0.3, 0.4, 1.3], [1.1, -0.1, -0.7], [-0.4, 0.4, 1.7], [2.2, -0.3, -1.2], [-0.8, 0.4, 1.1], [1.3, 0.1, 0.0], [-2.3, 0.4, 1.3], [3.0, -0.7, -2.2], [-2.2, -0.4, -0.8], [0.1, 0.9, 2.4], [0.2, -0.2, -0.5], [-0.8, -0.1, -0.3], [0.6, 0.3, 0.4], [-0.2, 0.1, -0.1], [-0.2, -0.1, 0.1], [0.0, -0.1, -0.2], [-0.2, 0.1, 0.0], [-0.1, -0.1, 0.1], [0.3, 0.4, -0.1], [-0.2, -0.2, -0.1], [0.1, 0.2, 0.2], [-0.2, -0.1, 0.2], [0.0, -0.3, -0.1], [0.3, -0.1, -0.2], [0.2, 0.3, -0.1], [-0.2, 0.2, 0.2], [0.3, 0.0, 0.0], [-0.4, -0.1, -0.3], [0.4, 0.0, 0.1], [0.3, 0.1, 0.1], [-0.1, 0.1, 0.3], [-0.3, -0.1, -0.1], [-0.1, -0.1, -0.3], [0.2, -0.2, 0.0], [-0.2, 0.0, -0.2], [0.1, 0.2, 0.2], [0.2, 0.1, -0.2], [0.0, 0.0, 0.3], [-0.2, -0.1, -0.1]],
  "largest_force_ev_per_a": 4.223,
  "de_lowest_kj_mol": 666.0,
  "lumo_energy_ev": -2.803,
  "gap_ev": 4.40,
  "spin_multiplicity": 1
}

{
  "formula": "C23H24N4O4S",
  "method": "the ωB97M-V functional and the def2-TZVPD basis",
  "species": ["O", "C", "C", "S", "C", "N", "C", "C", "C", "C", "C", "C", "N", "C", "C", "O", "N", "C", "C", "C", "C", "N", "C", "C", "C", "C", "C", "C", "C", "O", "C", "O", "H", "H", "H", "H", "H", "H", "H", "H", "H", "H", "H", "H", "H", "H", "H", "H", "H", "H", "H", "H", "H", "H", "H", "H"],
  "coordinates": [[-1.04885, 3.22669, -3.72181], [-1.29919, 3.21176, -2.53500], [-2.54026, 2.52644, -1.97415], [-2.11681, 0.78822, -1.61408], [-1.17102, 0.96250, -0.16505], [-1.01550, 2.06907, 0.51414], [-0.20081, 1.73308, 1.56841], [0.29960, 2.51834, 2.59780], [1.09616, 1.89975, 3.53888], [1.39172, 0.53835, 3.46769], [0.91675, -0.25551, 2.44123], [0.12174, 0.36017, 1.49146], [-0.49268, -0.10022, 0.35019], [-0.53039, -1.44290, -0.13828], [-1.67979, -2.22055, 0.52832], [-2.30992, -1.76069, 1.45770], [-1.91638, -3.43571, 0.01132], [-1.26565, -4.04180, -1.13368], [-1.86717, -5.44634, -1.19817], [-3.26697, -5.24428, -0.62105], [-3.01343, -4.25355, 0.50839], [-0.53455, 3.77657, -1.57920], [0.86462, 4.07803, -1.82293], [1.69552, 2.95199, -1.25909], [1.62604, 1.70195, -1.85816], [2.27019, 0.59166, -1.32097], [2.98893, 0.78612, -0.16709], [3.07631, 2.04174, 0.43349], [2.43100, 3.13612, -0.08627], [3.86120, 1.95705, 1.55120], [4.28494, 0.61422, 1.62602], [3.70482, -0.12198, 0.57002], [-3.32282, 2.47603, -2.72937], [-2.90129, 2.97861, -1.05330], [0.06286, 3.56857, 2.65544], [1.50033, 2.47898, 4.35543], [2.00312, 0.09436, 4.24022], [1.14971, -1.30834, 2.39064], [-0.67656, -1.41697, -1.22234], [0.42326, -1.93003, 0.08713], [-0.18008, -4.06344, -1.00731], [-1.49892, -3.47858, -2.04581], [-1.87806, -5.84136, -2.21138], [-1.29826, -6.12632, -0.56345], [-3.71461, -6.16969, -0.26730], [-3.92149, -4.80039, -1.37150], [-3.86778, -3.61666, 0.74241], [-2.70467, -4.76459, 1.42712], [-0.75628, 3.52087, -0.61346], [0.99300, 4.16416, -2.90498], [1.11672, 5.02748, -1.34569], [1.04984, 1.58786, -2.76403], [2.21356, -0.37692, -1.78933], [2.49227, 4.09669, 0.39695], [5.38409, 0.56971, 1.54390], [3.97188, 0.18368, 2.58868]],
  "atomic_forces_ev_per_a": [[0.0, -0.2, -0.5], [-0.3, 0.3, 0.3], [0.3, -0.3, 0.1], [-0.2, -0.1, -0.3], [-0.1, 0.4, 0.1], [-0.4, -0.2, -0.1], [0.2, -0.7, 0.1], [0.0, -0.1, -0.1], [0.0, 0.1, 0.1], [0.1, -0.1, 0.1], [0.0, -0.1, -0.1], [0.1, 0.6, 0.4], [-0.1, 0.2, -0.1], [-0.3, -0.1, 0.2], [0.3, 0.1, -0.1], [-0.1, 0.2, 0.1], [-0.2, -0.3, 0.0], [0.3, 0.0, -0.4], [-0.1, 0.1, 0.0], [0.2, 0.0, 0.1], [-0.3, 0.0, 0.3], [0.0, 0.4, 0.2], [0.0, 0.0, -0.2], [0.1, 0.0, -0.1], [0.0, 0.1, -0.1], [0.2, -0.1, 0.3], [0.0, 0.6, 0.2], [0.0, -0.5, -0.4], [0.2, -0.2, 0.1], [-0.2, 0.4, -0.2], [0.8, -0.4, 0.8], [-0.3, -0.1, -0.4], [0.1, 0.0, 0.0], [-0.1, 0.0, 0.0], [0.0, 0.1, 0.0], [0.0, 0.1, 0.1], [0.0, 0.0, 0.0], [0.0, -0.1, 0.0], [0.2, -0.1, 0.1], [-0.1, 0.0, -0.1], [0.0, 0.0, -0.1], [0.1, -0.1, 0.0], [0.1, 0.0, 0.0], [0.0, 0.0, 0.0], [-0.1, 0.0, 0.0], [-0.1, 0.0, 0.0], [0.1, -0.1, 0.0], [-0.1, 0.0, 0.0], [-0.1, 0.0, -0.3], [0.0, 0.1, 0.2], [0.1, 0.0, -0.1], [-0.1, 0.0, -0.1], [0.0, -0.2, -0.1], [0.0, 0.2, 0.1], [-0.3, 0.1, -0.1], [0.0, 0.1, -0.2]],
  "largest_force_ev_per_a": 1.249,
  "de_lowest_kj_mol": 129.3,
  "lumo_energy_ev": 0.398,
  "gap_ev": 8.20,
  "spin_multiplicity": 1
}

{
  "formula": "C23H24N6S",
  "method": "the ωB97M-V functional and the def2-TZVPD basis",
  "species": ["C", "C", "C", "C", "C", "C", "C", "C", "C", "C", "C", "N", "C", "S", "N", "C", "C", "C", "C", "C", "C", "C", "C", "C", "C", "C", "N", "N", "N", "N", "H", "H", "H", "H", "H", "H", "H", "H", "H", "H", "H", "H", "H", "H", "H", "H", "H", "H", "H", "H", "H", "H", "H", "H"],
  "coordinates": [[-6.65558, -2.61345, 1.29161], [-6.75839, -1.14149, 0.88638], [-5.46604, -0.67710, 0.27962], [-5.21502, -0.90077, -1.08091], [-4.02314, -0.52626, -1.65322], [-3.05332, 0.08388, -0.86102], [-3.26817, 0.32184, 0.51144], [-4.49864, -0.07561, 1.05479], [-2.24260, 0.92954, 1.29264], [-1.04251, 1.29114, 0.76200], [0.05396, 1.92784, 1.57349], [1.37086, 1.66030, 1.03551], [1.75785, 0.36628, 0.89505], [0.73470, -0.85798, 1.35609], [3.01606, 0.15763, 0.44999], [3.63810, -1.04380, 0.08415], [2.93569, -2.08895, -0.50199], [3.59231, -3.24800, -0.87051], [4.95567, -3.36706, -0.67103], [5.65972, -2.31729, -0.10679], [5.02217, -1.14873, 0.27790], [5.79936, -0.02012, 0.89167], [2.21877, 2.76562, 0.71248], [1.69303, 3.87752, -0.14695], [2.73143, 2.95034, -0.69056], [-0.86589, 1.09132, -0.63202], [0.12647, 1.37125, -1.46525], [-0.25473, 0.94893, -2.65266], [-1.41384, 0.42585, -2.63214], [-1.85221, 0.49210, -1.37275], [-6.43500, -3.23146, 0.42440], [-7.59063, -2.95205, 1.73122], [-5.85884, -2.74989, 2.01913], [-7.56911, -1.02235, 0.16486], [-6.99229, -0.54061, 1.76696], [-5.97418, -1.37342, -1.68608], [-3.81496, -0.68936, -2.69901], [-4.67819, 0.09693, 2.10603], [-2.42369, 1.06730, 2.34803], [-0.08045, 3.01276, 1.59381], [-0.01453, 1.54719, 2.60046], [3.59845, 0.97844, 0.36109], [1.87671, -1.99102, -0.67113], [3.03477, -4.05484, -1.32117], [5.47236, -4.27097, -0.95657], [6.72624, -2.40746, 0.04367], [5.82575, 0.84418, 0.22473], [6.82466, -0.32780, 1.07940], [5.35442, 0.28822, 1.83773], [2.88102, 3.05265, 1.53060], [1.96579, 4.88977, 0.10993], [0.69969, 3.76942, -0.55139], [3.74040, 3.31139, -0.82667], [2.39032, 2.24405, -1.43166]],
  "atomic_forces_ev_per_a": [[-0.1, 0.2, 0.0], [0.1, -0.2, 0.1], [-0.1, 0.2, 0.1], [0.2, 0.1, 0.0], [0.0, 0.0, 0.0], [-0.8, -0.3, 0.4], [-0.1, -0.2, -0.6], [0.0, -0.1, -0.2], [0.7, 0.4, -0.2], [-0.7, 0.2, 0.5], [-0.1, 0.0, 0.2], [0.1, 0.0, -0.1], [0.0, -0.1, 0.4], [-0.1, -0.7, 0.3], [0.2, 0.8, -0.1], [0.2, -0.6, -0.1], [-0.1, 0.1, -0.1], [0.1, 0.0, 0.0], [0.1, -0.1, 0.0], [0.0, -0.1, -0.1], [-0.2, 0.1, 0.1], [-0.1, -0.1, 0.0], [0.3, 0.2, 0.2], [0.1, 0.0, 0.0], [0.1, 0.1, -0.2], [-0.6, -0.3, -0.7], [0.2, 0.3, 0.9], [0.3, 0.0, -0.8], [-1.0, -0.6, -0.7], [1.6, 0.9, 0.7], [0.0, -0.1, -0.1], [-0.1, -0.1, 0.0], [0.1, -0.1, 0.1], [0.0, 0.1, 0.0], [-0.1, 0.1, -0.1], [-0.1, 0.0, -0.1], [0.0, 0.0, -0.1], [0.0, 0.0, 0.1], [0.0, 0.0, 0.2], [0.1, -0.1, 0.0], [-0.1, 0.1, -0.1], [-0.1, -0.1, -0.1], [0.0, 0.0, 0.0], [-0.1, -0.1, 0.0], [0.0, -0.1, 0.0], [0.1, 0.0, 0.0], [0.1, 0.1, 0.0], [0.1, 0.0, 0.0], [0.0, 0.1, 0.1], [0.0, 0.1, -0.2], [0.1, 0.0, 0.1], [-0.1, -0.1, 0.0], [0.1, 0.1, 0.1], [-0.1, -0.1, 0.0]],
  "largest_force_ev_per_a": 1.945,
  "de_lowest_kj_mol": 0.0,
  "lumo_energy_ev": 0.128,
  "gap_ev": 7.82,
  "spin_multiplicity": 1
}